Molecular formula: C4H8N2O
Method: DFT, wB97M-V/def2-TZVPD

Summary:
Total energy in Eh: -341.873498
Relative energy (zero: lowest compared OMol25 entry of this formula, charge and spin) in eV: 3.541

Each line ends with the Mulliken charge.
Geometry (Å):
C1 -1.21 1.41 -0.08  -1.275
C2 0.21 -0.65 0.41  0.440
C3 -1.15 -0.09 0.06  0.942
N1 2.25 -0.94 -0.68  -0.142
C4 0.95 -1.13 -0.78  -0.910
O1 0.90 0.08 1.40  -0.613
N2 -2.10 -0.90 -0.10  -0.693
H1 1.19 0.92 1.01  0.328
H2 -2.98 -0.46 -0.36  0.262
H3 2.70 -0.58 0.16  0.224
H4 2.86 -1.25 -1.42  0.242
H5 0.05 -1.75 0.69  0.165
H6 -0.43 1.76 -0.76  0.326
H7 -1.06 1.88 0.89  0.287
H8 -2.18 1.72 -0.46  0.417